Below is C26H32EuO2 as an isolated structure in a non-equilibrium geometry, with properties calculated with wB97M-V/def2-TZVPD.

Cartesian coordinates (Å):
Eu -0.41 -0.06 0.19
C -4.32 0.03 0.43
C -3.07 0.84 0.59
C -2.57 1.61 -0.48
C -1.52 2.53 -0.28
C -1.07 3.42 -1.41
C -0.97 2.67 1.00
C -1.44 1.91 2.08
C -0.97 2.20 3.47
C -2.48 0.99 1.86
H -5.18 0.68 0.62
H -4.36 -0.79 1.14
H -4.42 -0.36 -0.58
H -3.08 1.58 -1.44
H -1.66 4.34 -1.41
H -1.21 2.92 -2.37
H -0.02 3.69 -1.29
H -0.23 3.44 1.17
H -1.58 3.01 3.87
H 0.07 2.52 3.49
H -1.09 1.34 4.13
H -2.94 0.49 2.71
C 0.15 -2.45 -0.45
C 1.18 -2.01 0.43
C 0.59 -1.77 1.71
C -0.81 -2.08 1.63
C -1.08 -2.49 0.29
C -2.32 -3.21 -0.20
C -1.71 -2.24 2.83
C 1.33 -1.46 3.00
C 2.65 -1.87 0.12
C 0.33 -3.05 -1.83
H -2.64 -2.87 -1.18
H -3.15 -3.11 0.49
H -2.09 -4.28 -0.29
H -1.63 -1.40 3.52
H -1.42 -3.14 3.38
H -2.75 -2.36 2.54
H 1.20 -0.43 3.32
H 2.40 -1.64 2.86
H 0.98 -2.11 3.79
H 3.06 -0.95 0.53
H 2.82 -1.87 -0.96
H 3.21 -2.71 0.54
H -0.42 -2.68 -2.53
H 0.22 -4.13 -1.77
H 1.31 -2.84 -2.24
O 0.20 0.44 -1.75
C 1.27 0.93 -1.27
O 1.34 1.09 -0.01
C 2.41 1.27 -2.14
C 2.33 1.03 -3.51
C 3.41 1.31 -4.32
C 4.57 1.83 -3.77
C 4.65 2.10 -2.41
C 3.57 1.82 -1.59
H 1.42 0.62 -3.92
H 3.35 1.12 -5.38
H 5.42 2.03 -4.41
H 5.55 2.52 -1.99
H 3.61 2.01 -0.53

Properties
Kohn-Sham gap (alpha / beta) (eV): 7.7914 / 7.9287
Total energy (eV): -50902.05962
Net charge: +1
2S+1: 7
LUMO level (alpha / beta) (eV): -3.1 / -3.0